(1)
{
  "formula": "C2H12N2O3",
  "method": "the ωB97M-V functional and the def2-TZVPD basis",
  "s2": 0.758,
  "lumo_energy_ev": [-4.903, -8.400],
  "max_force_ha_per_bohr": 0.0320,
  "multiplicity": 2,
  "orbital_gap_ev": [8.63, 5.13],
  "total_charge": 1,
  "de_lowest_kj_mol": 194.8,
  "symbols": ["H", "H", "H", "H", "C", "O", "H", "H", "H", "N", "C", "O", "N", "H", "H", "H", "H", "H", "O"],
  "xyz": [[-0.136, -3.487, 1.142], [-0.378, -0.481, 4.837], [0.285, -0.466, 0.261], [-1.380, 2.726, -1.424], [0.750, 1.561, -2.060], [-0.676, -0.364, 3.927], [-1.506, -3.050, 0.586], [-0.242, -1.051, 3.412], [1.580, -1.146, 0.706], [1.886, 0.936, -2.165], [-1.411, 1.658, -1.173], [0.646, -1.058, 0.930], [-0.443, 1.006, -2.016], [-2.409, 1.301, -1.423], [0.844, 2.607, -1.760], [2.712, 1.497, -1.953], [-1.238, 1.581, -0.094], [2.118, 0.047, -2.608], [-1.002, -3.816, 0.875]],
  "nbo_charge": [0.471, 0.476, 0.451, 0.263, 0.332, -0.949, 0.463, 0.473, 0.475, -0.628, -0.496, -0.925, -0.116, 0.259, 0.218, 0.440, 0.267, 0.459, -0.933]
}

***

(2)
{
  "formula": "C2H12N3O2",
  "method": "the ωB97M-V functional and the def2-TZVPD basis",
  "lumo_energy_ev": -2.953,
  "max_force_ha_per_bohr": 0.2128,
  "orbital_gap_ev": 11.68,
  "total_charge": 1,
  "de_lowest_kj_mol": 203.8,
  "symbols": ["N", "H", "O", "H", "N", "H", "H", "H", "N", "H", "H", "C", "C", "H", "H", "O", "H", "H", "H"],
  "xyz": [[-0.354, -1.799, -0.943], [0.708, -2.191, 1.247], [-2.071, 0.553, -1.688], [0.474, 0.355, 2.392], [0.746, -1.223, 0.962], [0.079, 0.865, -1.273], [-0.838, -1.314, -1.750], [2.270, -0.024, 1.803], [0.773, 0.369, -0.787], [-2.881, 0.403, -1.787], [-0.090, 1.941, 1.554], [0.499, -0.928, -0.278], [1.224, -0.326, 2.035], [-1.846, 1.440, -1.809], [1.468, -0.952, 2.931], [-0.148, 2.432, 0.639], [1.496, 0.909, -0.401], [-0.911, -2.472, -0.489], [-0.658, 3.266, 0.815]],
  "nbo_charge": [-0.774, 0.423, -0.939, 0.211, -0.551, 0.428, 0.442, 0.238, -0.769, 0.467, 0.475, 0.702, -0.443, 0.482, 0.248, -0.970, 0.419, 0.414, 0.496]
}

***

(3)
{
  "formula": "C2H12N6",
  "method": "the ωB97M-V functional and the def2-TZVPD basis",
  "lumo_energy_ev": 0.972,
  "max_force_ha_per_bohr": 0.0133,
  "orbital_gap_ev": 8.61,
  "de_lowest_kj_mol": 342.3,
  "symbols": ["C", "H", "H", "N", "H", "H", "N", "N", "H", "H", "N", "C", "H", "H", "N", "H", "H", "N", "H", "H"],
  "xyz": [[-0.194, -1.930, 0.070], [-1.455, -0.560, -1.661], [2.990, 0.287, -0.883], [-2.142, 1.137, -0.830], [1.195, 2.462, 0.410], [0.398, -2.273, 0.918], [-1.108, 0.024, 1.360], [1.111, 0.589, -0.295], [-1.671, 2.035, -0.897], [0.512, 1.365, 1.427], [-1.128, 0.138, -0.999], [-0.605, -0.500, 0.289], [-2.415, 1.042, 0.157], [-0.903, -0.527, 2.186], [2.239, -0.259, -0.463], [-0.032, 0.584, -1.184], [0.420, -2.045, -0.822], [1.293, 1.518, 0.771], [-1.085, -2.559, -0.014], [2.580, -0.528, 0.462]],
  "nbo_charge": [-0.700, 0.392, 0.334, -0.647, 0.338, 0.235, -0.862, -0.392, 0.351, 0.357, -0.495, 0.480, 0.394, 0.362, -0.682, 0.454, 0.246, -0.719, 0.222, 0.331]
}

***

(4)
{
  "formula": "C2H12NO2S",
  "method": "the ωB97M-V functional and the def2-TZVPD basis",
  "lumo_energy_ev": -3.069,
  "max_force_ha_per_bohr": 0.0833,
  "orbital_gap_ev": 10.03,
  "total_charge": 1,
  "de_lowest_kj_mol": 96.2,
  "symbols": ["H", "O", "H", "H", "S", "H", "H", "H", "H", "H", "H", "H", "H", "C", "N", "O", "H", "C"],
  "xyz": [[0.546, -1.118, -2.372], [0.196, -0.211, -2.426], [3.559, -0.769, 0.431], [-2.213, 1.441, 1.482], [-2.619, 0.221, -0.368], [-2.387, -0.298, 2.114], [3.551, 0.179, -0.838], [1.187, 0.016, -0.086], [-0.341, -0.996, 1.370], [-3.036, -1.078, -0.171], [-0.168, 0.127, -0.607], [0.368, 1.548, 0.027], [0.083, 0.406, 2.212], [-1.940, 0.303, 1.304], [0.327, 0.505, 0.224], [3.018, -0.403, -0.295], [0.338, 0.043, -3.341], [-0.470, 0.083, 1.338]],
  "nbo_charge": [0.488, -0.971, 0.506, 0.236, 0.002, 0.270, 0.502, 0.489, 0.215, 0.154, 0.476, 0.436, 0.232, -0.561, -0.747, -0.979, 0.506, -0.253]
}

***

(5)
{
  "formula": "C2H12NO3",
  "method": "the ωB97M-V functional and the def2-TZVPD basis",
  "lumo_energy_ev": -4.585,
  "max_force_ha_per_bohr": 0.0596,
  "orbital_gap_ev": 10.27,
  "total_charge": 1,
  "de_lowest_kj_mol": 128.3,
  "symbols": ["H", "O", "O", "H", "H", "H", "C", "C", "H", "N", "H", "H", "H", "H", "H", "O", "H", "H"],
  "xyz": [[-0.430, -1.549, 3.006], [-2.472, -1.684, 1.687], [0.232, -1.169, 0.095], [2.468, 1.834, -0.430], [-0.077, 2.327, -2.806], [2.183, 2.364, -2.012], [-0.208, 1.502, -2.092], [2.106, 1.435, -1.407], [0.457, 0.310, -0.573], [0.736, 0.961, -1.374], [-3.283, -1.298, 2.107], [-0.103, -2.082, 0.045], [0.371, -1.088, 1.091], [-1.160, 1.011, -2.078], [2.768, 0.594, -1.774], [-0.008, -0.818, 2.634], [-2.833, -2.486, 1.295], [-0.748, -0.162, 2.587]],
  "nbo_charge": [0.494, -0.966, -1.017, 0.252, 0.227, 0.230, 0.112, -0.458, 0.491, -0.393, 0.484, 0.503, 0.513, 0.222, 0.260, -0.925, 0.483, 0.490]
}

***

(6)
{
  "formula": "C2H12NO3",
  "method": "the ωB97M-V functional and the def2-TZVPD basis",
  "lumo_energy_ev": -2.972,
  "max_force_ha_per_bohr": 0.0522,
  "orbital_gap_ev": 12.00,
  "total_charge": 1,
  "de_lowest_kj_mol": 136.6,
  "symbols": ["O", "H", "H", "H", "H", "H", "H", "C", "N", "H", "C", "H", "H", "O", "O", "H", "H", "H"],
  "xyz": [[-0.702, -2.883, -0.145], [0.322, 2.411, 1.234], [-0.221, -1.124, 0.091], [2.994, -0.136, -2.632], [-0.399, -3.788, -0.175], [-1.511, 2.296, 1.604], [1.087, -0.361, 0.387], [-0.641, 1.939, 1.148], [0.094, -0.163, 0.272], [-1.381, 3.057, -0.084], [-0.577, 0.463, 1.414], [2.413, -1.602, -2.194], [-0.035, 0.225, 2.317], [2.569, -0.708, -1.903], [-1.061, 2.106, -0.207], [-1.503, -0.010, 1.550], [-0.308, 0.545, -0.430], [-1.258, -2.905, -0.908]],
  "nbo_charge": [-0.959, 0.200, 0.468, 0.504, 0.501, 0.215, 0.456, -0.110, -0.720, 0.516, -0.251, 0.484, 0.232, -0.986, -0.744, 0.229, 0.480, 0.485]
}

***

(7)
{
  "formula": "C2H12NO4",
  "method": "the ωB97M-V functional and the def2-TZVPD basis",
  "lumo_energy_ev": 3.881,
  "max_force_ha_per_bohr": 0.0182,
  "orbital_gap_ev": 8.61,
  "total_charge": -1,
  "de_lowest_kj_mol": 21.0,
  "symbols": ["C", "H", "H", "H", "C", "O", "O", "O", "H", "H", "O", "H", "H", "H", "H", "H", "N", "H", "H"],
  "xyz": [[-0.398, 0.163, -1.465], [-0.742, -1.375, 1.491], [-0.265, 1.237, -1.645], [1.970, 0.151, 1.314], [-0.691, -1.392, 0.400], [2.360, -0.306, -0.112], [1.549, 0.518, 2.188], [0.655, -0.584, -2.010], [0.171, 0.407, 0.480], [-1.313, -0.154, -1.981], [-3.045, 1.244, 0.464], [1.341, -0.637, -1.290], [-2.173, 0.760, 0.416], [0.227, -1.936, 0.156], [-3.709, 0.574, 0.635], [3.265, 0.021, -0.172], [-0.610, 0.005, -0.040], [-1.541, -1.946, 0.001], [1.881, 1.420, 2.203]],
  "nbo_charge": [0.108, 0.199, 0.139, 0.508, -0.427, -1.258, -1.040, -0.795, 0.417, 0.133, -1.003, 0.519, 0.500, 0.204, 0.445, 0.432, -0.691, 0.169, 0.441]
}

***

(8)
{
  "formula": "C2H12NO4",
  "method": "the ωB97M-V functional and the def2-TZVPD basis",
  "lumo_energy_ev": 3.902,
  "max_force_ha_per_bohr": 0.1323,
  "orbital_gap_ev": 8.48,
  "total_charge": -1,
  "de_lowest_kj_mol": 148.5,
  "symbols": ["H", "H", "H", "O", "H", "C", "H", "H", "H", "C", "H", "O", "H", "O", "H", "H", "H", "O", "N"],
  "xyz": [[-0.338, 1.334, 0.068], [1.289, -2.253, -0.999], [1.333, -0.226, -1.896], [-0.254, 0.751, -1.036], [-2.053, 0.987, 0.939], [0.458, -1.676, -0.739], [-1.296, 2.508, 0.466], [2.318, 0.962, 2.657], [-1.222, -1.237, -1.947], [0.814, -0.106, -0.995], [-2.572, -0.421, 0.262], [-2.852, 0.339, 0.845], [0.352, -1.646, 0.373], [-0.714, 2.017, 1.062], [1.572, 0.121, -0.233], [2.574, 1.652, 1.306], [-1.486, -2.180, -0.642], [2.898, 1.105, 1.907], [-0.821, -2.029, -1.396]],
  "nbo_charge": [0.491, 0.156, 0.112, -0.860, 0.508, -0.252, 0.435, 0.479, 0.375, -0.041, 0.455, -1.029, 0.162, -1.114, 0.128, 0.473, 0.342, -0.950, -0.871]
}

***

(9)
{
  "formula": "C2H12O3S",
  "method": "the ωB97M-V functional and the def2-TZVPD basis",
  "s2": 0.751,
  "lumo_energy_ev": [3.314, 3.528],
  "max_force_ha_per_bohr": 0.0255,
  "multiplicity": 2,
  "orbital_gap_ev": [2.50, 8.85],
  "total_charge": -1,
  "de_lowest_kj_mol": 56.9,
  "symbols": ["O", "H", "O", "H", "H", "H", "C", "O", "S", "C", "H", "H", "H", "H", "H", "H", "H", "H"],
  "xyz": [[1.505, 0.491, 3.232], [0.741, -0.064, 2.992], [0.342, 1.810, 0.684], [-1.707, 0.799, -1.034], [-1.273, -1.618, 1.463], [-2.421, 0.737, -2.672], [-1.506, 0.630, -2.086], [-0.625, -0.972, 1.817], [-1.041, -1.110, -2.366], [0.659, -1.147, -1.780], [1.073, -2.153, -1.623], [1.991, -0.040, 3.880], [-0.771, 1.300, -2.521], [0.409, 2.436, 1.389], [-0.406, -0.726, 0.903], [1.322, -0.652, -2.487], [0.793, -0.815, -0.744], [0.913, 1.094, 0.954]],
  "nbo_charge": [-1.049, 0.498, -0.974, 0.227, 0.355, 0.206, -0.764, -1.234, 0.036, -0.921, 0.224, 0.442, 0.207, 0.461, 0.430, 0.196, 0.186, 0.474]
}

***

(10)
{
  "formula": "C2H12O3S2",
  "method": "the ωB97M-V functional and the def2-TZVPD basis",
  "lumo_energy_ev": -0.040,
  "max_force_ha_per_bohr": 0.0607,
  "smiles": "CCSS.O.O.O",
  "orbital_gap_ev": 8.77,
  "de_lowest_kj_mol": 193.1,
  "symbols": ["O", "O", "H", "C", "H", "H", "H", "H", "H", "H", "H", "H", "H", "S", "H", "S", "O", "H", "C"],
  "xyz": [[0.016, -4.060, -0.351], [2.365, 3.100, 3.293], [0.517, -1.344, -2.322], [-1.692, 0.499, 0.613], [-1.507, -1.678, 0.489], [-0.850, 0.443, 1.360], [-2.188, 1.466, 0.764], [2.513, 3.323, 2.374], [-2.788, -0.741, -0.499], [-0.542, -3.343, -0.748], [2.350, 1.904, -1.911], [3.378, 1.101, -2.739], [0.661, -3.599, 0.195], [-0.825, 0.921, -1.155], [1.497, 3.439, 3.535], [-0.436, -0.438, -2.717], [2.828, 1.057, -1.929], [-2.976, -1.179, 1.272], [-2.323, -0.872, 0.474]],
  "nbo_charge": [-0.938, -0.940, 0.134, -0.406, 0.207, 0.209, 0.228, 0.471, 0.227, 0.470, 0.473, 0.469, 0.469, -0.057, 0.469, -0.123, -0.942, 0.224, -0.644]
}

***

Q: What is the formula in the fifth record?
A: C2H12NO3